No. 1
The following is a quantum chemistry calculation of a structure of composition C29H39Br2FN5OPReSi in a non-equilibrium geometry, from the Open Molecules 2025 dataset.

The geometry in XYZ format:
```
80
Properties=species:S:1:pos:R:3:lowdin_spin:R:1
Re 0.36 -0.52 -0.59 2.60
Br -0.18 -5.34 4.19 0.01
C 0.11 -3.95 3.00 0.02
C 1.26 -3.27 2.80 0.00
C 1.34 -2.24 1.86 0.02
N 0.32 -1.92 1.04 0.01
C -0.87 -2.56 1.27 0.02
C -0.98 -3.61 2.22 0.00
C -2.01 -2.11 0.49 0.02
C -3.24 -2.60 0.75 0.00
C -4.29 -2.08 -0.04 0.02
Br -6.01 -2.75 -0.04 0.01
C -4.08 -0.97 -0.85 0.00
C -2.79 -0.50 -1.03 0.02
N -1.74 -1.06 -0.37 0.01
H 2.09 -3.50 3.42 0.00
H 2.23 -1.58 1.70 0.00
H -1.93 -4.05 2.43 0.00
H -3.53 -3.34 1.46 0.00
H -4.92 -0.50 -1.44 0.00
H -2.62 0.32 -1.73 0.00
C 2.98 -2.42 -2.49 0.01
C 3.62 -1.65 -1.27 0.01
P 2.70 -0.12 -0.79 0.03
C 3.14 1.03 -2.06 0.00
C 4.57 1.05 -2.64 0.00
C 3.60 0.32 0.82 0.01
C 5.08 0.69 0.56 0.00
H 3.75 -2.97 -2.99 0.00
H 2.66 -1.65 -3.19 0.00
H 2.12 -3.08 -2.26 0.00
H 4.61 -1.39 -1.57 0.00
H 3.62 -2.33 -0.44 0.00
H 2.80 1.99 -1.72 0.00
H 2.43 0.82 -2.88 0.00
H 5.37 0.68 -1.99 0.00
H 4.80 2.11 -2.84 0.00
H 4.65 0.37 -3.52 0.00
H 3.52 -0.60 1.39 0.00
H 3.05 1.05 1.38 0.00
H 5.56 -0.09 -0.02 0.00
H 5.62 0.69 1.49 0.00
H 5.25 1.58 0.03 0.00
C -0.75 0.40 -5.74 0.00
N -0.31 1.08 -4.45 0.00
C -0.42 2.43 -4.30 0.00
C -0.21 2.97 -3.12 0.00
C -0.06 2.15 -2.00 0.00
N 0.12 0.85 -2.13 0.03
C -0.11 0.31 -3.37 0.01
O -0.03 -0.91 -3.48 0.05
N 0.11 2.72 -0.82 0.02
H 0.11 -0.26 -6.05 0.00
H -0.94 1.11 -6.51 0.00
H -1.60 -0.22 -5.55 0.00
H -0.76 2.89 -5.18 0.00
H -0.33 4.04 -3.07 0.00
H -0.19 3.72 -0.78 0.00
H 0.12 2.13 0.03 0.01
C -0.28 3.13 3.39 0.00
Si -0.82 1.34 3.04 0.00
C -0.24 0.00 4.20 0.00
C -2.64 1.22 2.68 0.00
C -3.37 0.22 3.38 0.00
C -4.68 0.03 3.13 0.00
C -5.39 0.86 2.28 0.00
C -4.74 1.93 1.68 0.00
C -3.36 2.12 1.89 0.00
H -0.05 3.72 2.46 0.00
H 0.72 3.24 3.85 0.00
H -1.10 3.63 3.90 0.00
H -0.54 0.18 5.24 0.00
H 0.85 -0.08 4.22 0.00
H -0.59 -0.95 3.82 0.00
H -2.86 -0.44 4.05 0.00
H -5.18 -0.84 3.51 0.00
H -6.44 0.68 2.10 0.00
H -5.24 2.62 1.07 0.00
H -2.83 3.00 1.45 0.00
F -0.01 1.03 1.64 0.06
```

Summary:
Highest occupied orbital energy (spin up / spin down) (eV): -13.66 / -12.73
Energy above the lowest of the compared OMol25 structures with the same formula, charge and spin (eV): 0.000
<S²>: 3.76
LUMO level (spin up / spin down) (eV): -6.15 / -6.56
Spin multiplicity: 4
Total charge: +2
Electronic energy (Eh): -7434.10789


No. 2
The following is a quantum chemistry calculation of a structure of composition C29H39N6O5STi in a non-equilibrium geometry, from the Open Molecules 2025 dataset.

The geometry in XYZ format:
```
81
Properties=species:S:1:pos:R:3:mulliken_charge:R:1
Ti 0.05 0.83 -0.50 0.20
O 2.68 1.18 -3.23 -0.83
C 1.49 1.71 -2.75 0.58
O 1.45 1.74 -1.36 -0.17
C 1.19 3.10 -3.32 -1.04
O -0.23 3.12 -3.57 -0.47
C -0.51 1.84 -4.16 -0.44
C 0.30 0.80 -3.36 1.34
O 0.74 -0.22 -4.02 -1.03
O -0.54 0.45 -2.17 0.75
H 2.34 0.35 -3.66 0.48
H 1.73 3.24 -4.26 0.41
H 1.42 3.90 -2.62 0.13
H -0.16 1.83 -5.20 0.37
H -1.58 1.68 -4.12 -0.56
N -3.53 -1.47 0.01 0.13
C -2.97 -1.76 1.24 0.47
C -3.17 -2.80 2.13 -1.27
C -2.44 -2.77 3.30 -0.54
C -1.54 -1.73 3.56 -0.54
C -1.34 -0.70 2.66 0.02
C -2.06 -0.73 1.48 0.38
N -2.06 0.16 0.40 -0.41
C -2.94 -0.33 -0.45 -0.24
C -3.32 0.22 -1.74 0.05
C -3.47 -0.52 -2.88 0.13
S -3.93 0.51 -4.16 -0.26
C -3.89 1.84 -3.10 -0.19
N -3.57 1.57 -1.87 -0.44
H -4.20 -2.01 -0.50 0.28
H -3.86 -3.61 1.91 0.40
H -2.53 -3.58 4.01 0.37
H -0.95 -1.76 4.47 0.29
H -0.61 0.07 2.84 0.12
H -3.22 -1.55 -3.03 0.42
H -4.12 2.84 -3.44 0.48
N -1.19 2.91 -0.77 -0.21
C -0.94 4.28 -0.32 -0.73
C -0.39 4.36 1.10 -0.78
C 0.96 3.67 1.23 -0.77
N 0.84 2.22 1.32 -0.38
H -1.11 2.90 -1.79 0.04
H -2.15 2.64 -0.58 0.33
H -1.85 4.89 -0.40 0.37
H -0.21 4.72 -1.00 0.34
H -1.10 3.93 1.81 0.29
H -0.28 5.42 1.36 0.41
H 1.50 4.08 2.10 0.47
H 1.56 3.88 0.35 0.30
H 0.69 1.91 2.28 0.23
H 1.70 1.78 1.02 0.35
C 1.99 -0.03 4.21 -1.65
C 2.39 -0.37 2.77 1.80
C 3.92 -0.37 2.64 -1.74
C 1.82 -1.66 2.24 0.28
C 1.96 -2.82 3.00 0.07
C 1.57 -4.06 2.51 -1.62
C 1.17 -4.13 1.18 -0.44
C 1.05 -3.01 0.37 0.48
C 0.89 -3.26 -1.12 -0.01
C 1.99 -2.58 -1.93 -1.26
C -0.49 -2.95 -1.69 -1.04
C 1.22 -1.70 0.94 0.62
N 0.86 -0.56 0.29 0.13
H 2.27 0.99 4.46 0.37
H 2.49 -0.69 4.93 0.45
H 0.91 -0.14 4.37 0.31
H 2.01 0.41 2.12 -1.46
H 4.35 -1.18 3.23 0.34
H 4.35 0.58 2.98 0.46
H 4.20 -0.53 1.60 0.38
H 2.38 -2.74 4.00 0.30
H 1.66 -4.95 3.12 0.34
H 0.99 -5.10 0.73 0.34
H 1.04 -4.34 -1.23 0.53
H 1.89 -1.49 -1.91 -0.15
H 1.94 -2.88 -2.98 0.47
H 2.98 -2.85 -1.53 0.37
H -0.67 -1.87 -1.70 -0.09
H -1.26 -3.46 -1.11 0.25
H -0.54 -3.28 -2.73 0.59
```

Summary:
Highest occupied orbital energy (eV): -3.55
Energy above the lowest of the compared OMol25 structures with the same formula, charge and spin (eV): 0.000
LUMO level (eV): 2.21
Total charge: -1
Electronic energy (Eh): -3081.05298


No. 3
The following is a quantum chemistry calculation of a structure of composition C29H40AsIrN3SSi2, from the Open Molecules 2025 dataset.

The geometry in XYZ format:
```
77
Properties=species:S:1:pos:R:3:lowdin_spin:R:1
Ir -0.30 -0.36 -0.66 2.02
C -3.97 5.15 1.67 0.00
C -3.21 5.70 0.48 0.00
C -3.27 7.05 0.16 0.00
C -2.56 7.56 -0.92 0.00
C -1.80 6.71 -1.70 0.00
C -1.74 5.36 -1.41 0.01
C -2.43 4.85 -0.32 0.00
N -2.41 3.48 -0.01 0.01
C -1.35 2.61 -0.08 0.03
N -0.14 3.19 -0.14 0.03
C 1.14 2.61 -0.01 0.12
C 1.47 1.42 -0.73 0.13
C 2.68 0.77 -0.34 0.11
C 3.56 1.36 0.53 0.00
C 3.28 2.62 1.07 0.12
C 2.06 3.24 0.82 0.00
C 1.73 4.55 1.47 -0.01
N -1.54 1.32 0.04 0.10
C -2.86 0.83 0.24 0.03
C -3.15 0.32 1.51 0.02
C -4.41 -0.15 1.83 0.00
C -5.41 -0.13 0.88 0.01
C -5.13 0.35 -0.39 0.00
C -3.88 0.84 -0.74 0.02
C -3.65 1.33 -2.14 0.01
H -4.40 5.96 2.25 0.00
H -3.31 4.57 2.32 0.00
H -4.79 4.50 1.35 0.00
H -3.87 7.71 0.77 0.00
H -2.62 8.61 -1.15 0.00
H -1.25 7.10 -2.56 0.00
H -1.18 4.68 -2.05 0.01
H -3.26 3.07 0.33 0.00
H -0.16 4.19 -0.03 0.00
H 2.92 -0.17 -0.81 0.01
H 4.49 0.87 0.77 0.00
H 4.00 3.11 1.71 0.01
H 2.55 4.88 2.10 0.00
H 0.84 4.48 2.10 0.00
H 1.55 5.34 0.73 0.00
H -2.35 0.32 2.24 0.00
H -4.60 -0.53 2.83 0.00
H -6.40 -0.49 1.12 0.00
H -5.92 0.35 -1.14 0.00
H -4.37 0.90 -2.82 0.00
H -2.65 1.09 -2.49 0.01
H -3.75 2.42 -2.20 0.00
S -0.03 1.86 -3.07 0.65
C 0.80 0.98 -1.92 0.71
C -1.84 -5.36 0.27 0.02
Si -1.12 -4.02 1.39 0.10
C -0.04 -4.82 2.73 0.02
C -2.56 -3.15 2.23 0.00
As 0.21 -2.48 0.21 0.55
Si 1.33 -3.81 -1.38 0.09
C 2.12 -5.31 -0.55 0.01
C 2.66 -2.71 -2.14 0.01
C 0.15 -4.37 -2.75 0.02
H -2.52 -6.00 0.84 0.00
H -1.07 -5.99 -0.16 0.00
H -2.41 -4.91 -0.54 0.00
H -0.63 -5.51 3.34 0.00
H 0.37 -4.05 3.39 0.00
H 0.79 -5.37 2.30 0.00
H -3.15 -3.85 2.83 0.00
H -3.22 -2.69 1.49 0.00
H -2.21 -2.35 2.90 0.00
H 2.74 -5.01 0.29 0.00
H 2.75 -5.86 -1.26 0.00
H 1.35 -6.00 -0.18 0.00
H 3.47 -2.53 -1.43 0.00
H 2.23 -1.74 -2.41 0.01
H 3.09 -3.15 -3.04 0.00
H -0.64 -5.01 -2.36 0.00
H 0.69 -4.94 -3.52 0.00
H -0.31 -3.51 -3.23 0.00
```

Summary:
Highest occupied orbital energy (spin up / spin down) (eV): -5.38 / -7.14
<S²>: 8.80
LUMO level (spin up / spin down) (eV): 0.56 / -1.61
Spin multiplicity: 6
Electronic energy (Eh): -4610.53452